(1)
DFT (ωB97M-V with the def2-TZVPD basis set) results for a 2-piece molecular cluster, C7H16N overall.

The calculation puts the max |F| at 0.74 eV Å⁻¹. For the relative energy (zero: lowest compared OMol25 entry of this formula, charge and spin), the calculation gives 162.6 kJ/mol. The charge is +1. Its multiplicity is 1. For the gap between HOMO and LUMO, the calculation gives 6.541 eV.

XYZ file:
```
24
Properties=species:S:1:pos:R:3:forces:R:3:lowdin_charge:R:1
C 0.716490 -2.454199 -2.260427 0.3 0.7 -0.2 -0.101
C 0.902537 -0.974640 -1.993913 0.1 -0.4 -0.3 -0.208
C 0.333158 -0.007192 -2.708175 0.3 -0.2 0.4 -0.180
C 0.399111 1.442959 -2.338686 0.2 0.1 -0.3 -0.112
H 0.442273 -2.598589 -3.303468 -0.1 -0.2 0.0 0.075
H 1.637161 -3.001841 -2.068654 0.0 -0.1 0.0 0.070
H -0.074465 -2.857456 -1.627925 0.0 -0.1 0.0 0.064
H 1.616963 -0.728086 -1.209552 -0.3 0.2 0.3 0.094
H -0.182040 -0.301478 -3.617568 -0.4 0.2 0.1 0.108
H 1.147540 1.622008 -1.564177 0.0 -0.1 0.0 0.065
H 0.662922 2.070480 -3.191388 0.0 0.0 0.0 0.074
H -0.564548 1.804111 -1.972205 -0.1 0.0 0.0 0.065
C -1.100420 -0.444913 1.102103 0.1 -0.4 0.3 -0.050
C -0.104978 -0.045365 2.178852 -0.1 0.5 0.0 -0.162
C -0.255018 2.027585 3.522884 0.0 0.0 -0.3 0.194
N -0.757965 0.960043 3.057878 0.1 -0.4 0.6 0.038
H -1.948582 -0.940506 1.580366 -0.1 0.0 -0.2 0.089
H -1.452066 0.406387 0.524060 0.1 0.1 0.0 0.089
H -0.630631 -1.146823 0.415961 0.0 0.0 0.0 0.073
H 0.161047 -0.850113 2.866536 0.1 -0.2 -0.3 0.141
H 0.794425 0.417757 1.777057 0.0 -0.1 0.0 0.129
H -0.849830 2.677582 4.152055 0.1 -0.1 0.2 0.129
H 0.766085 2.280343 3.261987 -0.1 0.1 -0.1 0.131
H -1.659170 0.641946 3.416402 -0.2 0.4 -0.2 0.183
```
Positions in Å, forces in eV/Å.

***

(2)
DFT (ωB97M-V with the def2-TZVPD basis set) results for an isolated ion of composition C7H16N and charge +2 at a distorted geometry.

The calculation puts the max |F| at 2.18 eV Å⁻¹. For the relative energy (zero: lowest compared OMol25 entry of this formula, charge and spin), the calculation gives 93.4 kJ/mol. The charge is +2. Its multiplicity is 2. For the gap between HOMO and LUMO (alpha / beta), the calculation gives 10.886 / 8.500 eV.

XYZ file:
```
24
Properties=species:S:1:pos:R:3:forces:R:3:lowdin_charge:R:1
C 1.294227 -1.687591 -0.513395 1.2 -0.1 0.3 -0.113
C 0.215811 -0.772962 -1.135143 0.9 -0.4 0.0 -0.167
C -1.060298 -0.646103 -0.300724 -0.6 -1.4 -0.5 -0.169
C -1.031870 -0.074275 1.151816 -0.1 1.2 -1.1 -0.120
C -1.341889 1.374756 1.025476 -0.2 -1.3 0.5 0.063
C -0.456494 2.315297 1.517380 1.4 1.6 -0.1 0.046
C -0.232857 3.624007 0.857310 0.3 -0.4 0.8 -0.005
N 1.484321 -3.005489 -1.280668 -0.9 0.7 -1.0 0.203
H 2.292779 -1.213424 -0.581362 -0.6 -0.2 0.2 0.141
H 1.152701 -1.996318 0.536544 -0.2 0.4 -0.5 0.137
H 0.725186 0.141577 -1.433723 -0.2 0.5 0.7 0.121
H 0.002388 -1.126332 -2.153710 -0.5 -0.3 0.3 0.128
H -1.457218 -1.662290 -0.112532 0.3 0.2 -0.6 0.129
H -1.827437 -0.188853 -0.944313 0.1 0.1 0.5 0.132
H -0.041989 -0.129467 1.599239 -0.2 -0.6 0.4 0.119
H -1.832886 -0.640509 1.657915 0.4 0.5 0.3 0.161
H -2.189398 1.657018 0.416863 -0.2 0.3 0.1 0.156
H 0.333094 2.071305 2.262974 -1.0 -0.3 -0.3 0.163
H -0.097854 3.418626 -0.198478 0.1 0.1 -0.6 0.115
H -1.055562 4.333328 0.881003 -0.5 0.0 0.2 0.129
H 0.646438 4.102142 1.276858 0.0 0.1 -0.1 0.104
H 0.663211 -3.123419 -1.888683 0.2 -0.2 0.1 0.168
H 2.281192 -2.919398 -1.923458 0.0 -0.4 0.3 0.183
H 1.534413 -3.851635 -0.717189 0.4 0.0 0.2 0.176
```
Positions in Å, forces in eV/Å.

***

(3)
DFT (ωB97M-V with the def2-TZVPD basis set) results for a 4-piece molecular cluster, C7H16N2 overall at a distorted geometry.

The calculation puts the max |F| at 3.32 eV Å⁻¹. For the relative energy (zero: lowest compared OMol25 entry of this formula, charge and spin), the calculation gives 412.7 kJ/mol. Its multiplicity is 1. For the gap between HOMO and LUMO, the calculation gives 9.069 eV.

XYZ file:
```
25
Properties=species:S:1:pos:R:3:forces:R:3:lowdin_charge:R:1
C -1.575423 2.051764 0.887589 2.1 2.6 0.3 -0.375
C -2.770465 2.956785 1.017200 -0.4 -0.6 -0.4 -0.088
N -0.573461 2.270202 0.092335 -1.3 -0.8 0.4 0.036
H -0.837564 2.842343 -0.710795 -0.1 0.3 0.2 0.060
H -0.361722 0.551465 -0.349902 0.9 -1.3 -0.5 0.027
H -1.317288 1.513128 1.798824 -0.2 -0.5 -0.2 0.097
H -2.354055 0.326754 0.235712 0.9 -1.9 -1.2 0.058
H -3.036586 3.394210 0.054172 -0.1 0.0 0.0 0.075
H -2.533515 3.770001 1.706954 0.1 -0.1 0.0 0.082
H -3.618611 2.409149 1.428279 -0.1 0.1 -0.1 0.070
C 2.587520 -0.980923 -1.542835 -0.1 -0.1 -0.1 -0.061
C 0.606981 -1.253106 0.034183 0.1 0.4 0.2 -0.386
C 1.762895 -1.875612 -0.654444 0.2 -0.4 0.1 -0.328
N -0.224325 -0.433551 -0.747776 0.4 1.5 -0.1 0.000
C 0.408082 -1.383382 1.350507 0.0 -0.1 -0.2 0.051
C 2.076207 -3.152108 -0.444714 0.0 0.1 -0.1 0.055
H 0.079917 -0.274490 -1.701522 0.1 -0.4 0.1 0.089
H -1.768605 -0.202110 -0.208746 -2.6 1.4 1.5 0.084
H 2.065817 -0.754216 -2.475214 0.0 0.1 0.0 0.072
H 3.528213 -1.460021 -1.807705 0.0 0.0 0.0 0.075
H 2.801048 -0.033541 -1.047295 0.0 0.0 0.0 0.087
H 1.060668 -1.991624 1.953362 0.1 0.0 0.0 0.055
H -0.424177 -0.906584 1.846187 -0.1 0.1 0.0 0.040
H 1.487487 -3.776568 0.209855 -0.1 0.0 0.0 0.064
H 2.930963 -3.607963 -0.924212 0.1 0.0 0.0 0.060
```
Positions in Å, forces in eV/Å.

***

(4)
DFT (ωB97M-V with the def2-TZVPD basis set) results for a 2-piece molecular cluster, C7H16N2O overall at a distorted geometry.

The SMILES is CN(O)C(C)(C)C.CC#N. The calculation puts the max |F| at 1.64 eV Å⁻¹. For the relative energy (zero: lowest compared OMol25 entry of this formula, charge and spin), the calculation gives 344.0 kJ/mol. Its multiplicity is 1. For the gap between HOMO and LUMO, the calculation gives 9.036 eV.

XYZ file:
```
26
Properties=species:S:1:pos:R:3:forces:R:3:lowdin_charge:R:1
C 0.262499 1.861487 -0.314289 0.1 -0.3 0.0 -0.096
N -0.538790 0.737748 -0.744516 -0.4 -0.7 0.3 -0.196
O 0.246448 0.020330 -1.714027 0.1 -0.4 0.6 -0.084
C -1.238084 -0.142414 0.413598 0.8 0.5 -1.2 -0.521
C -0.712707 0.168079 1.810597 0.2 0.1 -0.3 -0.063
C -2.677601 0.312563 0.218398 0.2 1.2 -0.9 -0.048
C -1.064464 -1.628378 0.128496 0.2 0.3 -0.2 -0.055
H 0.579011 2.413094 -1.201416 -0.1 0.0 0.1 0.087
H -0.364057 2.509208 0.295017 0.0 0.1 0.0 0.086
H 1.151425 1.576144 0.260444 0.1 0.0 0.1 0.074
H -0.390240 -0.259968 -2.384241 0.0 0.2 0.2 0.100
H -1.247813 -0.447367 2.532110 -0.1 0.0 0.0 0.090
H -0.866997 1.209940 2.081051 0.0 0.1 0.0 0.074
H 0.345987 -0.072668 1.881820 0.0 0.0 0.1 0.044
H -3.321329 -0.487819 -0.139053 -0.2 0.0 0.1 0.073
H -3.086043 0.791869 1.104884 -0.2 -0.1 0.1 0.072
H -2.542349 1.088213 -0.598405 -1.0 -0.8 1.0 0.099
H -0.015136 -1.904904 0.200074 0.0 -0.1 0.0 0.053
H -1.432814 -1.887324 -0.863088 0.0 0.0 0.0 0.077
H -1.631048 -2.201780 0.862217 0.0 0.0 0.0 0.091
C 3.287272 -0.450734 -1.058486 0.2 0.2 -0.6 -0.066
C 2.721437 -0.917921 0.177277 -0.1 -0.1 0.3 -0.280
N 2.265733 -1.286678 1.161379 0.0 -0.1 0.3 0.154
H 2.474054 -0.091643 -1.690003 0.1 0.0 0.0 0.060
H 3.989377 0.359145 -0.861638 0.0 0.0 0.0 0.088
H 3.806228 -1.268224 -1.558200 0.0 0.1 0.0 0.087
```
Positions in Å, forces in eV/Å.

***

| no. | E (hartree) |
| --- | --- |
| 1 | -330.76667 |
| 2 | -330.34889 |
| 3 | -385.68342 |
| 4 | -460.97281 |